Here is a molecular structure, C40H32MnN2O6 in a non-equilibrium geometry from the OMol25 dataset. Energies are from ωB97M-V/def2-TZVPD.

Atoms and positions in Å:
Mn  0.82157  0.57218  -0.40261
O  -0.14110  2.46107  -4.68939
C  0.35068  1.97410  -3.57507
O  0.05594  2.35224  -2.46223
C  1.36629  0.89561  -3.77241
C  1.70230  0.34439  -5.00189
C  2.68072  -0.63747  -5.02550
C  3.33198  -0.97752  -3.84911
C  2.94772  -0.34517  -2.67540
N  1.95000  0.52728  -2.64021
C  3.55464  -0.53622  -1.31029
O  4.70082  -1.14926  -1.18098
O  2.98074  -0.10200  -0.33402
H  -0.75336  3.19281  -4.52337
H  1.20817  0.68729  -5.89988
H  2.94121  -1.11947  -5.95767
H  4.10191  -1.73851  -3.86753
H  5.13523  -1.37322  -2.01419
O  0.52491  -1.04241  -0.77923
C  -0.53356  -1.94928  -0.91727
C  -1.67602  -1.19184  -1.59866
C  -2.18370  -0.00048  -0.84130
C  -3.55034  0.16951  -0.69787
C  -4.04056  1.33784  -0.14208
C  -3.14521  2.31440  0.25148
C  -1.78602  2.08799  0.12511
C  -0.80906  3.13071  0.57785
C  0.20049  2.52369  1.58251
O  1.01785  1.66444  0.83634
C  1.09772  3.55662  2.25674
C  1.97205  3.10295  3.24409
C  2.77104  3.99841  3.93089
C  2.70402  5.35566  3.64105
C  1.85722  5.80314  2.63731
C  1.05980  4.90738  1.93949
C  -0.58997  1.74750  2.65713
C  -0.58214  0.36240  2.72831
C  -1.47647  -0.30170  3.55715
C  -2.37612  0.41668  4.32776
C  -2.34366  1.80586  4.30475
C  -1.44812  2.46854  3.48248
N  -1.32038  0.93562  -0.40201
C  -0.05548  -3.11900  -1.79519
C  -0.95823  -3.96167  -2.43328
C  -0.50430  -5.06603  -3.13804
C  0.85258  -5.34571  -3.20621
C  1.75671  -4.50737  -2.57383
C  1.30456  -3.40162  -1.86939
C  -0.89983  -2.55473  0.44745
C  0.09387  -2.70645  1.41156
C  -0.18186  -3.36025  2.60299
C  -1.44721  -3.88246  2.83156
C  -2.44166  -3.72814  1.87753
C  -2.16950  -3.06608  0.68902
H  -2.50345  -1.86049  -1.80554
H  -1.28345  -0.84645  -2.56192
H  -4.22459  -0.59905  -1.04752
H  -5.10579  1.48535  -0.02441
H  -3.49311  3.24920  0.66655
H  -1.33091  3.96560  1.03316
H  -0.25482  3.48633  -0.29320
H  2.02259  2.04497  3.47315
H  3.43288  3.63718  4.70643
H  3.30853  6.06199  4.19311
H  1.81197  6.85742  2.39979
H  0.42224  5.28455  1.15016
H  0.13101  -0.21516  2.15122
H  -1.46108  -1.38401  3.59979
H  -3.08515  -0.09960  4.96077
H  -3.01902  2.37759  4.92760
H  -1.41453  3.55246  3.48527
H  -2.02546  -3.79340  -2.38110
H  -1.21903  -5.71393  -3.62723
H  1.20036  -6.22193  -3.73637
H  2.81637  -4.72687  -2.60873
H  2.00511  -2.76497  -1.34341
H  1.09024  -2.32507  1.22329
H  0.59756  -3.48213  3.34334
H  -1.65816  -4.41544  3.74908
H  -3.43109  -4.13135  2.04713
H  -2.95809  -2.95505  -0.04487

- HOMO-LUMO gap (alpha / beta): 4.512 / 6.923 eV
- LUMO energy (alpha / beta): -9.1 / -6.7 eV
- 2S+1: 4
- <S²>: 4.10
- HOMO energy (alpha / beta): -13.63 / -13.64 eV
- Net charge: +2



Here is a molecular structure, C40H33BaN4P2 in a non-equilibrium geometry from the OMol25 dataset. Energies are from ωB97M-V/def2-TZVPD.

Atoms and positions in Å:
Ba  0.68816  -1.35284  -0.81451
C  -1.86827  -1.57897  1.54229
P  -2.50361  -2.17610  -0.11378
C  -2.58510  -0.71581  -1.23266
C  -2.37877  0.61787  -0.90705
C  -2.44649  1.61610  -1.87900
C  -2.73262  1.29633  -3.19374
C  -2.95543  -0.03522  -3.53814
C  -2.87748  -1.02104  -2.57447
C  -4.25986  -2.56641  0.08911
C  -5.25133  -1.64366  0.41648
C  -6.56320  -2.05356  0.57153
C  -6.90006  -3.39093  0.40182
C  -5.92565  -4.31982  0.07616
C  -4.60861  -3.90896  -0.08059
C  -0.64710  -2.38876  1.93844
C  -0.55598  -3.61007  2.58367
C  0.81547  -3.94123  2.63468
C  1.50068  -2.89680  2.03768
C  2.99045  -2.76473  1.91348
P  3.98807  -2.63927  0.29665
C  2.82696  -2.94119  -1.13963
C  2.85069  -2.15945  -2.32835
C  1.82685  -2.27048  -3.28854
C  0.76471  -3.16262  -3.07398
C  0.80185  -4.01814  -1.96919
C  1.82990  -3.93310  -1.02791
C  4.27375  -0.83516  0.09596
C  3.51358  0.15672  0.72804
C  3.80522  1.49711  0.51690
C  4.84002  1.86585  -0.32876
C  5.60427  0.89047  -0.95321
C  5.33033  -0.45104  -0.72989
N  0.61357  -1.93354  1.63871
H  -2.66529  -1.73162  2.27295
H  -1.67672  -0.50428  1.53299
H  -2.18627  0.91796  0.11227
H  -2.30110  2.64946  -1.58905
H  -2.80149  2.07092  -3.94572
H  -3.19635  -0.30018  -4.55942
H  -3.05484  -2.05545  -2.85239
H  -5.00043  -0.59633  0.54180
H  -7.33051  -1.33371  0.82359
H  -7.92761  -3.70768  0.52315
H  -6.18423  -5.36173  -0.05702
H  -3.84107  -4.62962  -0.33376
H  -1.38667  -4.18240  2.96853
H  1.25082  -4.82388  3.07940
H  3.42586  -3.64418  2.38966
H  3.37776  -1.90920  2.47640
H  3.64127  -1.43234  -2.46483
H  1.84464  -1.65791  -4.18062
H  -0.04704  -3.23218  -3.78564
H  0.01801  -4.74990  -1.82534
H  1.82136  -4.58784  -0.16521
H  2.70953  -0.12565  1.39824
H  3.22715  2.24832  1.04172
H  5.07168  2.91166  -0.48382
H  6.42945  1.17516  -1.59231
H  5.95628  -1.21068  -1.18483
N  1.37479  10.01373  0.64161
C  1.25935  8.87522  0.73417
C  1.11604  7.44980  0.84139
C  1.61650  6.63315  -0.16822
C  1.48950  5.25866  -0.06790
C  0.84408  4.71343  1.03509
C  0.33976  5.52282  2.04459
C  0.48310  6.89600  1.94952
N  0.69964  3.30227  1.13496
C  0.68457  2.54561  2.28896
C  0.50892  1.25795  1.89359
N  0.39269  1.19930  0.51646
C  0.51808  2.44081  0.10690
H  2.11679  7.07207  -1.01970
H  1.91299  4.61931  -0.83024
H  -0.17993  5.08649  2.88582
H  0.09336  7.53639  2.72780
H  0.83548  2.99296  3.25499
H  0.46172  0.36280  2.49144
H  0.45340  2.79296  -0.91017

- HOMO-LUMO gap: 6.446 eV
- LUMO energy: -3.1 eV
- HOMO energy: -9.53 eV
- Net charge: +1



Here is a molecular structure, C40H33Cl3F3N4O3PSTc from the OMol25 dataset. Energies are from ωB97M-V/def2-TZVPD.

Atoms and positions in Å:
Tc  -0.12037  0.65281  0.30743
N  1.31293  -0.73999  1.17201
C  0.86113  -2.03241  1.71460
C  1.80595  -2.90023  2.23740
C  1.40355  -4.14889  2.68459
C  0.06930  -4.52969  2.59491
C  -0.86659  -3.65259  2.07588
C  -0.47801  -2.38386  1.64556
P  -1.66551  -1.19487  0.99144
C  -2.76962  -0.72291  2.33425
C  -3.77282  0.20692  2.05727
C  -4.62279  0.62431  3.06644
C  -4.47505  0.11892  4.35372
C  -3.47989  -0.80488  4.62938
C  -2.62140  -1.22701  3.62105
C  -2.65367  -2.07806  -0.22888
C  -3.91791  -2.57636  0.07705
C  -4.60517  -3.32626  -0.86758
C  -4.03723  -3.58009  -2.10788
C  -2.77397  -3.08789  -2.41464
C  -2.08179  -2.33854  -1.47727
H  1.81121  -0.22097  1.89483
H  2.00044  -0.93751  0.44416
H  2.84941  -2.61226  2.28282
H  2.13741  -4.83228  3.08938
H  -0.23770  -5.51192  2.92661
H  -1.90598  -3.95090  2.00104
H  -3.89563  0.60350  1.05502
H  -5.40457  1.34082  2.85280
H  -5.14164  0.44458  5.14103
H  -3.37096  -1.20375  5.62924
H  -1.84310  -1.94394  3.84612
H  -4.37172  -2.37590  1.03984
H  -5.58660  -3.71491  -0.63187
H  -4.57793  -4.16789  -2.83753
H  -2.32772  -3.29472  -3.37811
H  -1.08910  -1.97484  -1.71038
C  0.25473  3.70923  -6.90965
C  0.56830  2.77625  -5.77742
C  -0.44790  2.17321  -5.03833
C  -0.15944  1.30228  -4.00139
C  1.17383  1.04980  -3.70274
C  2.21559  1.62251  -4.43249
C  1.89788  2.48695  -5.45850
S  1.57110  -0.12075  -2.49612
O  2.15660  -1.29950  -3.00779
O  2.71945  0.58693  -1.64756
O  0.41716  -0.31439  -1.60159
H  -0.81753  3.81072  -7.06227
H  0.69852  3.34616  -7.83732
H  0.67265  4.69877  -6.71962
H  -1.48123  2.37283  -5.29358
H  -0.95235  0.82016  -3.44973
H  3.24919  1.39621  -4.20397
H  2.69497  2.94299  -6.03217
F  -0.62261  3.21028  9.37371
C  -1.29805  3.92035  8.46035
F  -0.91921  5.19781  8.56681
F  -2.60033  3.85197  8.77976
C  -1.06632  3.38048  7.06854
C  -0.94645  4.24813  5.99317
C  -0.77247  3.73721  4.71923
C  -0.72646  2.35537  4.52475
C  -0.84645  1.48864  5.61540
C  -1.01306  2.00412  6.88564
C  -0.55620  1.82081  3.21248
C  -0.40419  1.35880  2.08827
H  -0.98053  5.31645  6.15347
H  -0.66742  4.40369  3.87390
H  -0.80528  0.41957  5.45801
H  -1.09663  1.34270  7.73726
C  -0.70913  4.17025  -0.03714
C  -1.60470  3.18171  -0.68984
N  -1.55189  1.85171  -0.62139
C  -2.61022  1.35068  -1.37786
C  -3.29699  2.39029  -1.89696
N  -2.64777  3.52379  -1.45801
H  -0.05884  3.68276  0.68267
H  -1.30461  4.92888  0.47136
H  -0.08201  4.66275  -0.78204
H  -2.80026  0.29500  -1.47343
H  -4.17454  2.42814  -2.51724
H  -2.91752  4.47434  -1.65897
Cl  2.83185  4.05059  -2.01957
C  3.50784  2.79905  -0.94819
Cl  3.80118  3.46763  0.65255
Cl  5.01185  2.19259  -1.62390
C  2.41743  1.71444  -0.82924
N  1.41854  1.81838  -0.11757

- HOMO-LUMO gap (alpha / beta): 8.700 / 6.396 eV
- LUMO energy (alpha / beta): -4.8 / -7.4 eV
- 2S+1: 4
- <S²>: 3.81
- HOMO energy (alpha / beta): -13.53 / -13.76 eV
- Net charge: +2



Question: Which of these has the lowest net charge?
Answer: C40H33BaN4P2